(1)
The following is a quantum chemistry calculation of C6H7LiNaO6 as an isolated structure at a distorted geometry, from the OMol25 dataset.

CARTESIAN COORDINATES (ANGSTROEM)
O: -1.58315 1.71492 3.79458
C: -1.03136 0.83650 3.11998
O: -0.03594 0.16476 3.50145
O: -1.50300 0.67965 1.83610
C: -0.60431 0.76971 0.83090
C: -0.03563 1.95450 0.47874
Li: -0.28909 1.23282 5.21538
H: 0.42223 2.55083 1.27519
H: -0.45717 2.69652 -0.20152
Na: 1.49312 -0.84568 2.24779
C: -0.73571 0.36903 -0.80154
C: 0.48794 -0.38786 -1.27282
O: 0.07629 -1.16385 -2.40268
C: 0.93415 -2.05105 -2.87453
O: 2.09671 -2.14947 -2.55807
O: 0.29335 -2.87044 -3.69902
H: -1.05675 1.07863 -1.57696
H: -1.59965 -0.31249 -0.76781
H: 0.89659 -1.05284 -0.49854
H: 1.30519 0.28253 -1.57201
H: 0.92617 -3.49672 -4.07460

The calculation puts the HOMO energy (spin up / spin down) at -12.16 / -12.28 eV. The total charge is +1. The value obtained for the HOMO-LUMO gap (spin up / spin down) is 7.871 / 7.920 eV. As for the total energy: -23234.585 eV. For the relative energy (zero: lowest compared OMol25 entry of this formula, charge and spin), the calculation gives 3.001 eV. The value obtained for the lowest unoccupied orbital energy (spin up / spin down) is -4.29 / -4.36 eV.

Here are the natural (NBO) charges for atoms 1 to 6, given in e: -0.7285 0.9709 -0.9269 -0.4851 0.2050 -0.3830


(2)
The following is a quantum chemistry calculation of C47H37F3INNbO31 as an isolated structure at a distorted geometry, from the OMol25 dataset.

CARTESIAN COORDINATES (ANGSTROEM)
C: -0.07266 1.60651 2.45573
C: -1.41782 2.18495 3.19667
I: -0.67413 3.21558 5.03226
C: -2.17931 3.39779 2.33293
Nb: -4.32323 3.77853 2.99715
O: -4.08268 2.49037 4.68748
F: -6.27590 4.23157 3.75445
N: -5.14405 2.15227 1.87058
C: -4.26465 1.67719 0.74363
O: -4.38693 2.34345 -0.43729
F: -3.26670 0.58540 0.77820
C: -5.70003 1.03762 2.72041
O: -5.11778 -0.12775 3.00949
F: -7.05904 1.26570 3.32772
H: -0.23888 1.28147 1.34170
H: 0.76310 2.44637 2.51283
H: 0.29237 0.68134 3.11615
H: -2.12686 1.28589 3.44434
H: -2.02654 3.28052 1.16488
H: -1.56627 4.38231 2.62022
H: -3.69404 5.12738 4.04691
H: -4.55961 4.93081 1.60062
H: -4.63517 2.83763 5.44830
C: -8.47564 -1.10904 -1.37198
C: -8.67176 -2.25488 -2.02719
C: -8.07811 -3.53286 -1.54554
O: -8.29152 -4.57313 -2.15816
C: -7.24169 -3.49147 -0.33587
C: -7.04286 -2.34491 0.31722
C: -7.65907 -1.07248 -0.14897
O: -7.47305 -0.03788 0.48281
O: -6.25570 -2.29836 1.45318
O: -9.43591 -2.29658 -3.17891
H: -8.90299 -0.17327 -1.70966
H: -6.80172 -4.42415 -0.00684
H: -6.26801 -1.35940 1.74077
H: -9.42850 -3.23654 -3.46300
C: -6.21442 -4.15418 -4.52843
C: -5.69737 -2.95364 -4.79690
C: -4.58822 -2.79063 -5.77713
O: -4.14637 -1.67253 -6.01721
C: -4.05683 -4.00048 -6.42403
C: -4.57170 -5.20131 -6.15283
C: -5.69889 -5.36070 -5.19357
O: -6.16326 -6.47529 -4.97859
O: -4.07528 -6.34278 -6.75515
O: -6.17497 -1.81538 -4.17368
H: -7.02227 -4.28683 -3.81984
H: -3.23888 -3.86984 -7.12090
H: -4.61350 -7.08196 -6.39677
H: -5.64079 -1.07564 -4.53660
C: -1.19866 -1.64295 -4.83672
C: -0.24126 -0.72171 -4.71249
C: 0.70009 -0.73500 -3.55866
O: 1.58167 0.11345 -3.48147
C: 0.52624 -1.78167 -2.53942
C: -0.43341 -2.70073 -2.66206
C: -1.35674 -2.70360 -3.82979
O: -2.21729 -3.57233 -3.92420
O: -0.60412 -3.68559 -1.70649
O: -0.08822 0.27983 -5.65356
H: -1.88828 -1.64647 -5.67142
H: 1.20580 -1.76911 -1.69694
H: -1.35997 -4.22728 -2.02234
H: 0.67139 0.81782 -5.34078
C: 4.51953 6.15247 6.09480
C: 3.29292 5.65246 5.93309
C: 2.55477 5.81364 4.64981
O: 1.43660 5.32681 4.52454
C: 3.20838 6.56790 3.56885
C: 4.43359 7.07079 3.73197
C: 5.18225 6.88575 5.00531
O: 6.31422 7.34389 5.11889
O: 5.05266 7.78301 2.72118
O: 2.66256 4.96434 6.95350
H: 5.06836 6.04075 7.02142
H: 2.65367 6.69295 2.64777
H: 5.92945 8.03923 3.08186
H: 1.78829 4.70299 6.59068
C: 9.91953 6.34614 9.97581
C: 8.69292 5.84613 9.81410
C: 7.95477 6.00731 8.53083
O: 6.83660 5.52049 8.40556
C: 8.60838 6.76157 7.44986
C: 9.83359 7.26446 7.61298
C: 10.58225 7.07942 8.88632
O: 11.71422 7.53756 8.99990
O: 10.45266 7.97668 6.60219
O: 8.06256 5.15801 10.83452
H: 10.46836 6.23443 10.90243
H: 8.05367 6.88662 6.52878
H: 11.32945 8.23290 6.96287
H: 7.18829 4.89666 10.47170
C: 6.01953 -0.51193 0.52420
C: 4.79292 -1.01193 0.36249
C: 4.05477 -0.85075 -0.92079
O: 2.93660 -1.33758 -1.04606
C: 4.70838 -0.09650 -2.00175
C: 5.93359 0.40640 -1.83863
C: 6.68225 0.22136 -0.56529
O: 7.81422 0.67950 -0.45171
O: 6.55266 1.11862 -2.84942
O: 4.16256 -1.70005 1.38290
H: 6.56836 -0.62364 1.45082
H: 4.15367 0.02856 -2.92283
H: 7.42945 1.37484 -2.48874
H: 3.28829 -1.96140 1.02008
C: -0.65248 -9.81859 -7.07657
C: 0.67879 -9.76058 -7.14794
C: 1.39138 -8.45793 -7.26177
O: 2.61633 -8.43513 -7.30638
C: 0.58052 -7.23176 -7.32175
C: -0.75087 -7.29024 -7.25384
C: -1.46160 -8.59062 -7.11227
O: -2.68536 -8.61096 -7.03386
O: -1.51917 -6.14199 -7.31236
O: 1.44584 -10.91072 -7.11764
H: -1.18323 -10.75847 -6.99136
H: 1.11024 -6.29315 -7.42246
H: -2.45000 -6.44708 -7.24183
H: 2.37684 -10.60515 -7.18209

The calculation puts the HOMO energy at -6.50 eV. The total charge is -1. The value obtained for the HOMO-LUMO gap is 5.814 eV. As for the total energy: -132097.180 eV. The value obtained for the lowest unoccupied orbital energy is -0.68 eV.

Here are the Mulliken charges for atoms 1 to 6, given in e: -0.7829 -0.1498 -0.0050 -1.0376 0.4230 -0.6778


(3)
The following is a quantum chemistry calculation of a single C6H8N2 molecule at a distorted geometry, from the OMol25 dataset.

CARTESIAN COORDINATES (ANGSTROEM)
C: -1.64899 -1.41474 -2.14084
C: 0.05298 1.21011 0.55938
C: 2.17967 0.00727 0.23743
C: -0.68997 0.03072 1.11843
C: 1.35026 0.95027 -0.13670
C: -1.18632 -0.55966 -1.16947
N: -1.91768 -1.96717 -3.07987
N: -1.13686 -0.93131 0.04211
H: -0.53513 1.85578 -0.17643
H: 0.16100 1.95265 1.34055
H: 3.00369 -0.07703 -0.39926
H: 1.95221 -0.61854 0.92132
H: -0.24510 -0.63421 1.97190
H: -1.59594 0.32791 1.55120
H: 1.53883 1.74062 -0.90542
H: -1.28266 -1.87266 0.26567

The calculation puts the HOMO energy at -8.71 eV. The total charge is 0. The value obtained for the HOMO-LUMO gap is 9.013 eV. As for the total energy: -9327.707 eV. For the relative energy (zero: lowest compared OMol25 entry of this formula, charge and spin), the calculation gives 4.001 eV. The value obtained for the lowest unoccupied orbital energy is 0.30 eV.

Here are the natural (NBO) charges for atoms 1 to 6, given in e: 0.1294 -0.4921 -0.4079 -0.2145 -0.1333 0.0117


(4)
The following is a quantum chemistry calculation of an isolated ion of composition C3H8IN2 and charge +1 at a distorted geometry, from the OMol25 dataset.

CARTESIAN COORDINATES (ANGSTROEM)
C: 0.41616 -1.54337 1.11894
N: 0.86742 -0.21258 1.29503
C: 0.38811 0.75384 0.48106
I: 0.78084 2.79432 0.63580
N: -0.21548 0.30356 -0.61964
C: -0.88741 0.93416 -1.69162
H: -0.59281 -1.60195 1.06608
H: 0.83749 -1.97602 0.22668
H: 0.85105 -2.16505 1.87949
H: 1.14298 0.21217 2.14781
H: -0.27285 -0.71773 -0.46254
H: -0.38847 1.72260 -2.25100
H: -1.82047 1.37846 -1.45003
H: -1.10658 0.11758 -2.37606

The SMILES is CN/C(I)=[NH+]/C. The calculation puts the HOMO energy at -14.62 eV. The total charge is +1. The value obtained for the HOMO-LUMO gap is 10.611 eV. As for the total energy: -14314.263 eV. For the relative energy (zero: lowest compared OMol25 entry of this formula, charge and spin), the calculation gives 0.175 eV. The value obtained for the lowest unoccupied orbital energy is -4.01 eV.

Here are the natural (NBO) charges for atoms 1 to 6, given in e: -0.4569 -0.5428 0.3725 0.3444 -0.5480 -0.4408


(5)
The following is a quantum chemistry calculation of C6H9AsN2O2ReS4Se3Te as an isolated structure at a distorted geometry, from the OMol25 dataset.

CARTESIAN COORDINATES (ANGSTROEM)
Re: 1.59551 0.50033 0.14773
Se: 3.93223 0.69889 1.20448
Se: 5.54768 -0.50453 -0.03517
Te: 4.65874 -0.07243 -2.34927
Se: 2.30864 -0.69065 -1.92013
S: 3.37973 2.37537 4.13881
As: 1.47776 1.82326 3.60388
S: 2.50570 -0.76122 1.91408
S: 0.79374 2.33557 1.58885
S: 0.00964 1.09621 4.82867
C: -1.39477 2.50769 -2.37267
O: -0.87462 1.50483 -1.45370
C: 0.36642 1.55446 -1.12444
O: 1.27333 2.28958 -1.47497
H: -2.16798 2.00960 -2.94594
H: -0.60035 2.87704 -3.01651
H: -1.81082 3.32680 -1.79179
C: -2.50604 -3.21165 -0.65593
N: -1.77829 -2.11247 -0.03909
C: -2.26462 -1.22580 0.88579
C: -1.26692 -0.33913 1.14383
N: -0.17957 -0.68366 0.37772
C: -0.52200 -1.75982 -0.32237
H: -3.49406 -3.28097 -0.21186
H: -1.97772 -4.14981 -0.50038
H: -2.61101 -3.03466 -1.72471
H: -3.26318 -1.27830 1.28148
H: -1.26054 0.48762 1.83223
H: 0.12338 -2.28215 -1.00861

The calculation puts the HOMO energy (spin up / spin down) at -11.19 / -11.23 eV. The total charge is +1. The value obtained for the HOMO-LUMO gap (spin up / spin down) is 5.414 / 5.576 eV. As for the total energy: -323080.161 eV. For the relative energy (zero: lowest compared OMol25 entry of this formula, charge and spin), the calculation gives 0.375 eV. The value obtained for the lowest unoccupied orbital energy (spin up / spin down) is -5.78 / -5.65 eV.

Here are the natural (NBO) charges for atoms 1 to 6, given in e: 0.3955 0.4011 -0.0900 0.3714 -0.1354 -0.4137